The following is a DFT calculation (ωB97M-V with the def2-TZVPD basis set) of a 2-piece molecular cluster, C9H14 overall.

SMILES string	Cc1ccccc1.CC
HOMO level	-9.02	eV

XYZ file:
```
23
C9H14 | the OMol25 dataset | ωB97M-V with the def2-TZVPD basis set
C -0.16442 -1.48791 -0.07465
H -1.21401 -2.46029 -1.65562
C -0.44802 -2.01879 2.27799
H 0.19122 -1.46641 -2.14895
H 0.76176 1.60903 -1.18832
C 1.12512 -0.97108 0.14606
H -1.31460 -0.68084 -1.78253
C 0.81488 -1.47989 2.50704
C 1.53930 -0.90213 1.47342
H -0.56303 3.33879 -2.53180
H -1.08505 -2.32289 3.09236
H -1.78855 -2.65250 0.82919
C -0.36719 3.45447 -1.46722
H 1.28698 -1.40476 3.47714
C -0.68743 -1.52482 -1.51458
H -0.87151 1.49393 -0.58641
H 0.45702 4.16076 -1.35244
H 2.57233 -0.65734 1.70551
H 1.57453 -0.47880 -0.70290
C -0.03418 2.17887 -0.71100
C -0.85366 -2.11104 0.95041
H 0.31882 2.46241 0.28192
H -1.25031 3.92123 -1.02463
```

The following is a DFT calculation (ωB97M-V with the def2-TZVPD basis set) of C39H46KN7O2S3 as an isolated structure.

total charge	-2
HOMO level	-2.91	eV

XYZ file:
```
98
C39H46KN7O2S3 | the OMol25 dataset | ωB97M-V with the def2-TZVPD basis set
H -1.27505 -0.98823 -6.62798
O -3.20130 1.60788 -2.94437
H -1.41895 -1.79420 3.15247
K -0.07662 -0.52815 -0.23650
C -2.54055 1.41399 -6.08716
C -1.43564 0.71430 -5.29199
H 0.90752 -2.97475 -0.64369
C -0.30606 -3.76563 1.89131
N -1.08565 0.86548 -2.33893
H 0.12821 -4.49397 5.18458
C 0.68308 2.75556 -1.10163
H 0.65060 -1.36824 4.42882
H 0.16099 -0.73708 -5.63215
H 6.67575 5.85280 2.53871
H 6.05083 5.48987 4.90705
C 0.48696 2.68712 -2.60679
N -0.45147 -2.02750 -3.01255
N -2.48409 -1.05528 -0.71983
C -3.02432 0.09954 -1.12753
C -0.25600 -1.72148 4.92251
C 1.02006 -5.76828 2.19682
C 3.25390 4.32488 3.42090
C -1.14057 -2.49261 3.94015
C -0.39428 -3.64341 3.29519
C 0.52080 4.16786 -0.53810
C 1.39972 -3.93334 -0.79026
C 1.22124 3.53440 -3.42577
H 1.15988 -5.97781 -0.26269
S 1.26677 5.42447 5.72283
C 1.12475 4.14613 4.65074
H -0.12764 2.16340 -0.67149
C -0.54262 1.72203 -4.58910
H -2.97868 -2.13537 5.03623
C -3.98051 -1.09155 1.13511
C -0.62580 -0.22544 -6.19078
H 0.02863 -2.33551 5.78268
H 1.49969 -4.08485 -1.86879
H 1.57353 -6.59464 1.76018
C 1.08775 3.50336 -4.80447
H -2.18377 -3.65996 5.45099
H -4.29745 -1.60474 2.03208
C 5.71457 5.41788 2.78750
H -3.19589 0.67663 -6.56114
H -1.06758 -1.84360 -2.22082
S -0.41944 0.99109 2.40758
H -0.43024 4.60294 -0.85078
C 4.13472 4.66653 4.44023
H 2.91526 4.19379 1.31354
C 0.42255 -4.84413 1.34643
H -4.49231 1.61013 -0.84252
H -3.04984 -3.51024 3.90591
N 1.99573 3.73467 3.71182
C 0.58551 -5.05128 -0.14818
H -0.63695 -3.93436 -3.50953
H 1.66724 4.17464 -5.42946
H -2.00664 -3.09788 -3.74671
H 2.39960 -3.88131 -0.35103
H 1.32158 4.83527 -0.87247
C -2.42040 -2.98176 4.62409
H 3.84300 4.50440 5.46710
H 1.91144 4.23672 -2.96776
N 1.61101 2.69217 2.87109
N -0.88799 -2.78260 1.06723
H -0.42955 -1.16506 -3.54085
H -1.92637 0.11002 -4.53070
C 3.60314 4.50246 2.08790
C 5.36302 5.21901 4.11515
S -0.28323 3.12375 4.52970
H -0.14551 0.32126 -7.00791
C 2.01884 2.15261 -0.66711
H 1.38463 -6.39403 4.22033
C -2.21398 -2.83812 1.01522
C -4.57473 0.07323 0.68793
C 0.41412 2.27134 3.15508
H 2.06540 2.05039 0.42004
C -4.09053 0.68510 -0.45626
O -2.96857 -3.72055 1.47703
H 2.17955 1.17349 -1.12971
C -2.91637 -1.61995 0.40912
H -2.11699 2.04247 -6.87613
H -0.78948 -0.84262 5.29342
C 0.21395 -4.59475 4.10714
C 0.91772 -5.65865 3.57358
H 2.85128 2.78733 -0.99342
C -0.42185 1.76318 -3.18459
H 0.10707 2.55424 -6.44908
N -0.99723 -3.05335 -3.85432
C 0.20997 2.59536 -5.36909
H -1.32872 -4.34903 -0.91043
H -1.35051 -6.01937 -0.35726
H 0.53914 4.13127 0.55455
C -0.74777 -5.26840 -0.87139
C -2.41191 0.90799 -2.27720
C 4.83873 5.05166 1.77708
H -3.13528 2.02969 -5.41283
H 5.11244 5.18945 0.73815
H -0.56800 -5.61187 -1.89637
H -5.39092 0.51965 1.24432
```

The following is a DFT calculation (ωB97M-V with the def2-TZVPD basis set) of a 2-piece molecular cluster, C4H8FN overall.

SMILES string	C#CN(C)C.F
HOMO level	-9.10	eV

XYZ file:
```
14
C4H8FN | the OMol25 dataset | ωB97M-V with the def2-TZVPD basis set
N -0.30420 0.08344 -0.21393
C -0.60989 0.29999 1.15716
H -1.21016 -1.36289 -1.49065
H -0.17279 -2.09771 -0.23836
H 2.29633 2.43944 -0.68324
F 3.24477 0.17374 1.25975
H -1.66258 -0.05471 1.33191
H 2.56320 0.82937 0.77347
C -0.29347 -1.24370 -0.89908
H 0.13460 0.01128 1.82864
H -0.81372 1.43788 1.34761
C 1.70940 1.58631 -0.63302
H 0.31414 -1.12935 -1.81528
C 0.69718 0.93737 -0.53543
```

The following is a DFT calculation (ωB97M-V with the def2-TZVPD basis set) of C41H50ClN4NdO4P2 as an isolated structure.

expectation value of S²	3.75
HOMO level (spin up / spin down)	-7.95 / -7.98	eV
multiplicity	4

XYZ file:
```
103
C41H50ClN4NdO4P2 | the OMol25 dataset | ωB97M-V with the def2-TZVPD basis set
H -1.56426 1.14775 1.70403
P 1.52918 -1.77476 -1.76004
H 1.97601 4.16866 0.76277
H -4.07211 -1.50966 0.25267
H -5.02276 0.26072 -2.30939
C 2.35337 3.26406 1.21284
H -2.83323 -3.02740 -1.30518
C 1.33807 1.51737 -5.62687
H -4.87014 0.06715 0.33750
H -4.74395 4.43627 2.47309
O -0.13384 3.16100 -0.12710
H -1.27190 -5.06709 4.30015
C 3.33452 -1.24184 -1.92884
Nd 0.72462 -1.01632 1.06720
C -0.15120 -4.27162 0.73378
H -3.94871 1.99949 -0.77795
N 1.95514 0.98983 1.78118
N 1.27823 -0.01982 -3.79642
C -0.85585 1.95855 1.91004
C -1.38565 2.07092 -5.22040
O 4.55466 -0.84029 3.21656
H 0.92965 -1.92633 5.54900
H 5.07614 1.81070 2.61543
C -3.66538 4.42136 2.49006
C 0.62282 -0.56551 -2.81030
P -1.59503 -0.92818 -1.09627
H 3.33026 -0.72262 -4.03546
C -0.32605 -3.17100 1.59607
C 1.48031 -3.20199 -2.93867
H 4.01218 -2.32213 -3.69264
H -3.61284 -0.24441 -3.23506
H -1.03244 -0.58214 5.71997
C -3.04077 1.49378 -1.10631
H 4.44732 0.49604 -1.27484
C 3.20769 0.86175 2.21134
C -0.89615 4.40140 2.50883
C 1.54077 2.14266 1.26619
N -0.20976 -1.26247 3.87684
H 4.09132 -3.20786 -1.37375
C 0.13612 2.01959 0.67005
H 5.16478 -1.87146 -0.96867
C -0.75950 -3.52714 2.89321
C -3.25835 -0.02090 -1.11637
H 1.73403 -0.74995 4.50024
C -0.96877 -4.84453 3.28390
C 1.06806 -1.61359 4.50420
O 0.06923 0.87807 -0.05376
C -1.57192 5.56461 2.82385
H -1.03330 6.46741 3.06788
H 1.54633 -2.42604 3.95839
C 0.64615 0.87764 -4.58270
C -0.83779 -0.22626 4.69489
C 3.63248 3.16210 1.74060
H -1.78959 0.07440 4.25457
H -2.41604 -2.41440 -2.92655
H 0.18221 4.40271 2.51238
C -0.79478 -5.88301 2.38633
H -0.96036 -6.90737 2.69049
H -2.43151 2.27659 -5.05193
N -1.38638 0.58551 -3.34160
H 4.93188 -0.87411 -3.30792
H 1.76014 -2.87675 -3.93913
H -2.79041 1.84836 -2.10220
C 3.60125 -0.60515 2.49682
C -2.97218 3.26759 2.17438
C -1.58316 3.23385 2.19108
C -3.91093 -0.43351 0.20746
C -0.74265 -0.23732 -2.55736
C -0.68854 2.67188 -6.23396
C -2.95765 5.56126 2.83314
O 2.86385 -1.43521 1.87360
Cl -3.81689 6.99300 3.29755
H 1.19828 2.89589 -7.23927
H 0.48379 -3.63625 -2.97430
C 0.67477 2.40235 -6.43435
C 3.92838 -1.29817 -3.33587
H 0.18809 -4.08700 -0.28959
H 2.38429 1.29605 -5.76589
H -0.25997 1.68185 2.78586
H -0.28326 -6.37945 0.36672
C -0.40105 -5.58706 1.09462
H 4.28712 4.02189 1.74524
H 2.17118 -3.96447 -2.58336
H -2.23475 1.75929 -0.43106
H -2.11469 -2.08109 3.65462
H -3.52311 2.37825 1.90753
C -0.72606 1.16780 -4.36474
H -1.18907 -3.17981 -1.89149
H -1.18626 3.36796 -6.89166
H 2.89591 0.88584 -2.02756
C 3.40962 0.18090 -1.37615
H -3.25880 -0.16030 1.03880
C -1.10180 -2.43699 3.89206
H 2.94356 0.21804 -0.38721
H -0.18547 0.64448 4.76834
H -4.49984 -1.41909 -2.24227
C -4.14982 -0.39137 -2.30070
C 4.12168 -2.18175 -1.01016
C 4.07778 1.94322 2.23219
H -1.13214 -2.86388 4.90982
H -0.38838 2.82337 -0.99577
H 3.72146 -2.16443 0.00640
C -2.06748 -2.53995 -1.90365
```

no.,electronic energy (hartree),F_max (hartree/bohr)
1,-351.3117,0.0446
2,-3842.1852,0.0213
3,-311.7042,0.0967
4,-3816.7467,0.0275